# 1
DFT (ωB97M-V/def2-TZVPD) results for C18H27N3O5 in the gas phase.

```
53
Properties=species:S:1:pos:R:3:forces:R:3
C 0.091 2.920 -3.752 0.2266 0.0131 -0.1906
C 1.569 2.576 -3.578 -0.0653 -0.1236 0.1454
C 2.051 3.029 -2.201 -0.0605 0.0394 -0.2903
C 1.822 1.083 -3.865 0.1787 0.4352 -0.3846
N 0.952 0.181 -3.118 0.1605 0.0550 -0.0237
C 1.248 -0.256 -1.861 -0.2059 -0.3672 0.2769
N 2.439 0.006 -1.331 0.1237 0.1649 -0.0430
C 0.301 -0.997 -1.131 0.1668 0.0538 -0.0173
C 0.547 -1.271 0.269 -0.1678 -0.0829 -0.0750
O 1.635 -1.106 0.815 0.0386 -0.0769 0.0741
C -0.627 -1.733 1.121 -0.1751 0.1199 -0.0146
O -0.324 -1.533 2.491 0.0264 -0.2643 0.1087
C -0.119 -0.256 2.841 0.1424 0.2230 0.2340
O -0.261 0.664 2.076 -0.0828 0.0002 -0.0317
C 0.334 -0.145 4.284 0.1249 0.0358 0.1159
C 0.375 1.315 4.739 -0.0982 0.0151 -0.3340
C -1.031 1.895 4.867 0.0892 0.0351 0.2546
C -1.883 1.051 5.809 -0.1528 0.0295 -0.2656
C -1.948 -0.390 5.312 0.1376 0.0069 0.3286
C -0.546 -0.983 5.217 -0.1185 -0.1084 -0.1907
C -0.920 -1.426 -1.764 0.3501 0.1608 -0.0035
O -1.792 -2.101 -1.250 -0.0500 -0.0967 0.1141
N -1.051 -1.044 -3.106 -0.2810 -0.0708 -0.0832
C -2.222 -1.495 -3.840 -0.2626 -0.1186 -0.1305
C -0.183 -0.260 -3.805 0.0299 -0.1132 0.1169
O -0.370 0.032 -4.965 -0.0850 0.0538 -0.1828
H -0.049 3.997 -3.709 -0.0440 0.1019 0.0567
H -0.278 2.559 -4.708 -0.1045 0.0084 -0.0599
H -0.503 2.469 -2.960 -0.1094 -0.0369 0.0916
H 2.144 3.121 -4.335 -0.0068 -0.0735 0.0101
H 1.883 4.098 -2.094 0.0097 0.1000 0.0641
H 3.119 2.853 -2.075 0.1320 -0.0155 0.0916
H 1.505 2.529 -1.404 -0.0280 -0.0320 0.1136
H 2.868 0.819 -3.694 -0.0478 -0.0601 -0.0110
H 1.594 0.898 -4.918 0.1749 -0.0235 0.2301
H 3.055 0.693 -1.725 -0.0825 -0.0318 -0.0199
H 2.532 -0.301 -0.353 0.0292 0.0045 -0.1371
H -0.800 -2.801 0.987 -0.0263 0.1391 0.0175
H -1.533 -1.186 0.847 0.1784 -0.1673 0.0536
H 1.350 -0.558 4.294 -0.0649 -0.0031 -0.0551
H 0.947 1.901 4.017 0.0693 0.0047 0.0762
H 0.882 1.368 5.705 0.0524 -0.0195 0.0185
H -1.494 1.922 3.880 -0.0332 0.0737 -0.0226
H -0.970 2.921 5.237 -0.0230 0.0349 -0.0642
H -2.890 1.469 5.875 -0.0030 0.0180 0.0878
H -1.447 1.068 6.811 -0.0218 0.0084 0.0938
H -2.420 -0.413 4.327 -0.1076 -0.0410 -0.0632
H -2.557 -0.993 5.990 -0.0500 -0.0348 -0.0843
H -0.592 -2.009 4.853 0.0585 -0.0049 0.1024
H -0.090 -0.992 6.210 0.0367 -0.0265 0.0174
H -1.911 -2.087 -4.700 -0.0481 0.0365 0.0115
H -2.791 -0.635 -4.192 0.0061 -0.0589 -0.0151
H -2.821 -2.096 -3.159 0.0639 0.0803 -0.1122
```
Forces are in eV/Å.

Properties
E in Ha: -1242.67343
E_LUMO in hartree: 0.0228
Frontier orbital gap in eV: 9.61
Relative energy (zero: lowest compared OMol25 entry of this formula, charge and spin) in eV: 0.0766
SMILES string: CC(C)Cn1c(N)c(C(=O)COC(=O)C2CCCCC2)c(=O)n(C)c1=O

=====

# 2
DFT (ωB97M-V/def2-TZVPD) results for C18H27N3O5 in the gas phase.

```
53
Properties=species:S:1:pos:R:3:forces:R:3
C -1.640 -3.001 -1.487 0.1869 -0.2010 -0.0506
O -2.604 -2.002 -1.242 -0.2376 0.4905 0.0994
C -2.273 -0.967 -0.418 -0.0697 0.0376 0.0640
C -1.046 -0.862 0.215 -0.0630 -0.1730 -0.0774
C -0.766 0.255 0.999 -0.4231 0.1987 -0.2998
C 0.577 0.411 1.623 -0.1161 -0.0664 0.1516
O 1.179 1.470 1.643 -0.0561 0.2821 0.0378
N 1.075 -0.719 2.182 0.0402 -0.3228 0.1447
C 2.468 -0.846 2.540 0.2002 0.0774 0.0749
C 3.166 -1.874 1.634 -0.1931 0.0424 -0.0524
C 2.693 -1.690 0.197 0.2999 -0.3190 0.3652
O 1.770 -2.377 -0.223 -0.2842 -0.3066 0.0033
N 3.285 -0.758 -0.566 0.0125 0.1427 -0.2802
C 4.321 0.177 -0.198 0.1793 0.4199 0.2281
C 3.787 1.610 -0.276 0.1696 -0.1106 0.0445
N 3.295 1.877 -1.619 0.0313 -0.0503 -0.0174
C 2.864 3.252 -1.753 0.0007 -0.0304 0.0228
C 2.223 0.950 -1.935 0.1338 -0.2117 -0.1107
C 2.762 -0.477 -1.888 -0.4638 0.0333 -0.2914
C -1.703 1.258 1.132 0.0848 -0.1140 0.0134
C -2.962 1.153 0.535 0.1724 -0.1360 0.0031
O -3.770 2.215 0.785 0.2875 -0.1615 0.0405
C -5.085 2.289 0.281 -0.4018 0.1538 -0.1701
C -3.262 0.025 -0.240 -0.3017 -0.1016 -0.0977
O -4.484 -0.079 -0.878 0.6963 0.1845 -0.0206
C -5.266 -1.213 -0.558 -0.2307 -0.2741 0.0964
H -2.101 -3.680 -2.202 0.0649 0.0180 0.0529
H -1.388 -3.549 -0.574 0.0206 0.0418 -0.0189
H -0.725 -2.586 -1.917 -0.0010 0.0033 0.0393
H -0.285 -1.607 0.050 0.0882 -0.1016 -0.0296
H 0.560 -1.578 2.063 -0.0830 0.1246 -0.0532
H 2.558 -1.152 3.588 0.0808 0.0959 -0.1262
H 2.905 0.149 2.426 -0.0291 -0.1296 0.0874
H 4.248 -1.807 1.733 0.0304 -0.0066 0.0624
H 2.855 -2.879 1.929 0.0700 0.0541 -0.1288
H 4.699 -0.021 0.802 -0.0086 -0.0447 -0.0276
H 5.143 0.068 -0.917 0.0013 0.0108 0.1270
H 4.601 2.306 -0.062 0.0151 -0.0154 0.0211
H 2.994 1.753 0.475 0.1452 -0.0206 -0.0527
H 2.526 3.420 -2.774 -0.0269 0.0777 -0.0333
H 3.710 3.909 -1.552 -0.0052 0.0963 -0.0043
H 2.048 3.505 -1.061 -0.0333 0.0370 0.0150
H 1.859 1.166 -2.942 -0.0320 -0.0141 0.0197
H 1.378 1.047 -1.230 0.0031 -0.0080 -0.0499
H 1.974 -1.200 -2.105 0.1376 0.0908 -0.0052
H 3.572 -0.585 -2.617 -0.0455 0.0071 0.0108
H -1.484 2.137 1.715 0.0250 0.1257 0.0549
H -5.448 3.270 0.590 0.0026 -0.0791 -0.0180
H -5.727 1.517 0.711 0.0357 0.0309 -0.0418
H -5.107 2.213 -0.807 -0.0328 0.0327 0.1232
H -6.221 -1.058 -1.059 -0.0113 -0.0474 0.0605
H -4.810 -2.137 -0.916 -0.0699 0.0998 0.0398
H -5.429 -1.285 0.524 0.0037 0.0369 -0.0461
```
Forces are in eV/Å.

Properties
E in Ha: -1242.55100
E_LUMO in hartree: 0.0299
Frontier orbital gap in eV: 9.13
Relative energy (zero: lowest compared OMol25 entry of this formula, charge and spin) in eV: 3.4081
SMILES string: COc1cc(C(=O)NCCC(=O)N2CCN(C)CC2)cc(OC)c1OC

=====

# 3
DFT (ωB97M-V/def2-TZVPD) results for C18H27N3O5S in the gas phase in a non-equilibrium geometry.

```
54
Properties=species:S:1:pos:R:3:forces:R:3
C -0.401 0.251 -5.107 -0.1080 -0.0658 -0.1605
O -0.048 0.815 -3.865 0.0274 -0.0412 0.1480
C 0.078 0.003 -2.790 -0.0813 -0.1888 -0.0647
C -0.271 -1.348 -2.762 0.0409 0.4089 -0.2026
C -0.141 -2.095 -1.606 0.0396 -0.0795 0.1906
C 0.351 -1.515 -0.440 -0.1535 0.1465 -0.5191
N 0.512 -2.218 0.752 0.2402 0.2368 0.2580
C 0.127 -3.481 1.065 0.1474 0.1724 0.3459
O -0.425 -4.261 0.322 -0.1266 -0.2539 -0.1872
C 0.508 -3.838 2.502 -0.0496 -0.0573 0.0331
N 0.556 -2.657 3.343 0.0514 -0.1828 0.1175
C 1.339 -2.838 4.556 0.0795 0.3218 0.1756
C 1.411 -1.500 5.295 0.2595 -0.3004 -0.0284
O 0.127 -1.020 5.618 -0.0677 -0.0134 0.1368
C -0.653 -0.868 4.456 -0.2745 -0.1431 -0.2413
C -0.778 -2.189 3.697 -0.0154 0.3447 0.1890
C 0.709 -0.169 -0.466 -0.0176 -0.3079 0.0872
C 0.572 0.574 -1.617 0.2351 0.6901 -0.1825
S 1.084 2.302 -1.532 0.1197 0.3778 0.1171
O 1.874 2.421 -0.338 -0.2461 -0.2031 0.1239
O 1.666 2.701 -2.775 -0.2677 -0.1875 -0.0865
N -0.268 3.223 -1.289 0.9523 -0.4593 -0.1488
C -0.859 3.229 0.025 -0.0878 -0.2972 0.6919
C -2.041 2.263 0.133 -0.0783 0.3033 -0.0688
C -3.062 2.597 -0.952 0.0735 -0.2911 -0.0418
C -2.397 2.505 -2.323 -0.0106 0.2590 0.1400
C -1.179 3.431 -2.386 -0.2707 -0.1442 -0.6768
H -1.420 -0.150 -5.091 0.0536 -0.0005 0.0018
H 0.298 -0.536 -5.404 -0.0168 0.0172 0.0338
H -0.347 1.070 -5.822 -0.0194 -0.0850 0.0018
H -0.650 -1.831 -3.648 -0.0360 -0.0077 -0.1009
H -0.421 -3.136 -1.602 -0.0050 -0.0283 -0.0039
H 0.925 -1.706 1.527 -0.1053 -0.1817 -0.0332
H 1.506 -4.286 2.465 -0.0536 -0.0100 0.0112
H -0.190 -4.607 2.867 0.0465 0.0803 -0.1043
H 2.347 -3.159 4.285 -0.0078 -0.0201 0.0383
H 0.889 -3.595 5.220 0.0426 0.0114 -0.0399
H 1.944 -1.610 6.240 0.0353 0.0060 -0.0915
H 1.935 -0.767 4.663 -0.0036 -0.0643 0.0576
H -1.632 -0.520 4.788 0.0407 0.0044 -0.0947
H -0.200 -0.111 3.797 -0.0618 -0.0359 0.0294
H -1.360 -2.040 2.785 -0.0459 0.0139 0.0182
H -1.300 -2.924 4.332 0.0183 0.0166 -0.0742
H 1.122 0.322 0.402 0.0658 -0.0058 0.1704
H -0.063 2.976 0.725 -0.1715 0.1561 0.1392
H -1.202 4.249 0.239 0.0671 -0.0321 -0.0050
H -1.690 1.237 0.002 -0.0098 -0.0358 0.0539
H -2.491 2.349 1.123 0.0280 -0.0409 0.0528
H -3.909 1.909 -0.899 -0.0497 0.0768 0.0078
H -3.439 3.610 -0.795 -0.0924 0.0644 0.0309
H -2.085 1.475 -2.498 -0.0088 -0.0382 -0.0776
H -3.100 2.787 -3.109 0.0100 -0.0381 -0.0696
H -0.605 3.269 -3.298 -0.1941 0.1716 -0.0822
H -1.513 4.476 -2.356 0.0625 -0.0388 -0.0158
```
Forces are in eV/Å.

Properties
E in Ha: -1640.73925
E_LUMO in hartree: 0.0216
Frontier orbital gap in eV: 8.90
Relative energy (zero: lowest compared OMol25 entry of this formula, charge and spin) in eV: 1.5404
SMILES string: COc1ccc(NC(=O)CN2CCOCC2)cc1S(=O)(=O)N1CCCCC1

=====

# 4
DFT (ωB97M-V/def2-TZVPD) results for C18H27N3O5S2 in the gas phase in a non-equilibrium geometry.

```
55
Properties=species:S:1:pos:R:3:forces:R:3
C -3.578 -1.690 5.292 -0.1467 0.3785 -0.2063
C -4.296 -0.355 5.105 0.0172 -0.1669 0.2668
O -3.837 0.398 4.004 0.1366 0.1279 -0.1605
C -4.198 -0.115 2.740 -0.0974 0.1366 -0.2008
C -3.798 0.903 1.678 0.1413 -0.2736 0.3146
C -2.276 1.067 1.639 -0.4231 -0.4110 0.3707
N -1.799 2.041 0.682 0.2413 -0.3448 -1.0848
C -2.192 3.425 0.872 0.0302 0.4246 -0.4070
C -1.031 4.366 0.515 -0.7220 0.2463 -0.3373
C 0.154 4.015 1.248 0.2399 0.0531 0.1501
N 1.097 3.714 1.822 0.4774 -0.1845 0.2968
S -1.759 1.466 -0.887 0.2327 -0.0028 0.2248
O -1.350 2.547 -1.738 0.1081 0.1496 0.1072
O -2.960 0.767 -1.249 0.1436 -0.1942 0.1469
C -0.420 0.275 -0.786 -0.3919 0.2140 0.0112
C -0.602 -0.978 -1.342 -0.1215 -0.0230 -0.0531
C 0.444 -1.888 -1.316 -0.0824 -0.0330 -0.0449
C 1.643 -1.518 -0.735 0.4450 -0.4757 -0.0038
S 3.015 -2.693 -0.745 0.1915 -0.2039 -0.0030
O 2.459 -4.003 -0.899 -0.2445 0.1194 -0.2535
O 3.847 -2.409 0.384 -0.0166 0.3805 -0.0430
N 3.919 -2.388 -2.106 -0.4573 -0.4268 1.0271
C 4.593 -1.109 -2.165 0.3360 0.5920 0.1069
C 3.711 -0.197 -3.038 0.0755 0.0516 -0.0272
C 2.801 -1.162 -3.819 0.0048 -0.0319 -0.0882
C 3.250 -2.566 -3.375 -0.3859 -0.1711 -0.5440
C 1.816 -0.273 -0.159 -0.0238 0.1655 0.0814
C 0.773 0.641 -0.189 0.1678 0.0087 0.0114
H -3.878 -2.131 6.238 -0.0236 -0.0948 0.0971
H -3.827 -2.386 4.494 0.0061 -0.1206 -0.0365
H -2.503 -1.535 5.299 0.1171 -0.0188 0.0303
H -5.380 -0.523 5.016 0.0823 0.0795 0.0299
H -4.111 0.287 5.971 -0.1154 -0.0972 -0.0345
H -3.692 -1.071 2.547 -0.0673 0.0120 0.0049
H -5.286 -0.287 2.706 0.1130 -0.0400 -0.0064
H -4.263 1.859 1.923 -0.0863 0.0462 -0.0208
H -4.151 0.577 0.700 -0.0695 0.0248 0.0864
H -1.914 1.349 2.631 0.0994 -0.0521 -0.1267
H -1.813 0.116 1.361 -0.0111 -0.0894 0.2560
H -2.464 3.553 1.922 -0.0083 -0.1075 -0.1195
H -3.056 3.680 0.246 0.0283 0.1160 0.2014
H -0.814 4.271 -0.553 -0.0513 0.1722 0.1859
H -1.305 5.399 0.740 0.0226 -0.0409 -0.0690
H -1.559 -1.218 -1.779 -0.0716 -0.1277 -0.0488
H 0.342 -2.883 -1.719 -0.0981 -0.0919 -0.0607
H 4.747 -0.746 -1.151 0.1779 0.1078 -0.0658
H 5.570 -1.265 -2.632 -0.0508 0.0181 0.0944
H 4.324 0.407 -3.704 -0.0071 0.0709 0.0299
H 3.117 0.477 -2.421 0.0551 0.0259 -0.0523
H 2.911 -1.042 -4.895 -0.0719 0.0032 -0.0270
H 1.754 -0.993 -3.566 0.0266 -0.0004 -0.0656
H 2.436 -3.276 -3.249 0.0185 -0.0656 -0.2057
H 3.974 -2.982 -4.083 -0.0826 -0.0284 0.0600
H 2.752 -0.039 0.322 0.0854 0.1096 0.0850
H 0.874 1.619 0.253 0.1065 0.0841 0.1194
```
Forces are in eV/Å.

Properties
E in Ha: -2038.88642
E_LUMO in hartree: -0.0033
Frontier orbital gap in eV: 9.74
Relative energy (zero: lowest compared OMol25 entry of this formula, charge and spin) in eV: 2.6739
SMILES string: CCOCCCN(CCC#N)S(=O)(=O)c1ccc(S(=O)(=O)N2CCCC2)cc1